1.
22
Properties=species:S:1:pos:R:3:forces:R:3 method="wB97M-V/def2-TZVPD" total_energy_ev=-10897.899 e_homo_ev=-7.00 e_lumo_ha=0.030
C -1.43769 0.24647 -0.49033 0.506 -0.978 -0.377
C 1.23336 -0.82931 -0.83552 1.143 -2.424 1.641
C -0.62158 0.26894 0.82298 -0.089 0.556 0.641
C -0.16199 0.96762 -0.37364 -0.641 3.423 1.002
N -1.09505 0.99746 1.99400 0.060 -0.273 -0.335
N 1.29206 -0.51830 -2.23636 -0.636 0.718 0.135
N -0.13173 -2.08499 1.34055 0.356 0.664 -0.015
C 0.35898 -0.81931 1.05842 -0.630 0.234 -2.276
C 0.37948 2.18853 -0.61619 0.066 -1.592 -0.170
H -1.41178 1.92107 1.71816 -0.036 -0.103 0.095
H -1.86662 0.49716 2.42548 0.035 0.210 0.008
H 0.40953 -0.72293 -2.69596 0.119 0.171 -0.095
H 1.53358 0.45770 -2.38180 -0.219 -0.066 -0.117
H 0.55116 -2.82079 1.46234 -0.781 -0.062 0.230
H -1.13192 -2.17045 1.47144 0.556 -0.595 -0.201
H -2.33123 0.85937 -0.50208 0.112 0.079 0.023
H -1.50583 -0.64281 -1.10446 -0.041 -0.239 0.147
H 2.21538 -0.61041 -0.41297 0.030 0.036 -0.080
H 1.08245 -1.91453 -0.81135 0.120 -0.055 0.083
H 1.22073 -0.52562 1.65219 0.168 0.158 -0.353
H 0.45978 2.55982 -1.63128 -0.313 0.235 0.029
H 0.95892 2.69531 0.14640 0.116 -0.100 -0.016


2.
22
Properties=species:S:1:pos:R:3:forces:R:3 method="wB97M-V/def2-TZVPD" total_energy_ev=-10895.808 e_homo_ev="-4.68 / -9.71" multiplicity=3 e_lumo_ha="0.037 / -0.057"
C 0.23483 -2.58092 -0.50539 -3.266 -3.596 -0.656
C -1.81499 0.65377 0.15438 -3.568 3.033 -1.369
C -3.26292 0.26328 0.21217 0.582 -1.650 0.153
C 1.61296 1.02708 -1.27885 0.911 -4.522 1.429
C 2.05467 0.46271 1.32812 1.932 -1.468 -0.594
C 1.08425 0.72955 0.16600 0.224 0.881 0.137
N 0.85212 -1.48645 -0.25680 2.837 5.199 2.392
N -1.07802 -0.34039 0.23857 1.755 -3.795 0.254
N 0.21915 -0.41547 0.24671 0.635 -1.523 -2.745
H 0.74756 -3.19662 -1.18285 0.245 -0.908 -0.945
H -0.75959 -2.81198 -0.18806 -0.334 -0.267 0.509
H -1.68278 1.67301 -0.23501 1.043 -0.220 0.288
H -3.71087 -0.11802 -0.73410 0.578 0.378 0.364
H -3.23853 -0.57110 0.91799 -0.559 -0.094 -0.144
H -3.87799 1.00146 0.61260 -1.130 1.457 0.541
H 1.67659 0.00777 -1.88740 0.243 2.331 1.373
H 1.07690 1.71844 -1.80702 -1.722 1.728 -1.165
H 2.54778 1.44856 -1.01384 1.391 0.280 -0.640
H 2.54499 -0.60808 1.13110 -1.194 2.313 0.607
H 1.41856 0.43930 2.22820 0.639 -0.070 -0.128
H 2.92479 1.16169 1.45339 -1.090 -0.303 -0.208
H 0.43057 1.54242 0.40012 -0.153 0.816 0.549


3.
24
Properties=species:S:1:pos:R:3:forces:R:3 method="wB97M-V/def2-TZVPD" charge=+1 total_energy_ev=-31013.759 e_homo_ev="-12.76 / -12.29" e_lumo_ha="-0.248 / -0.185"
C 1.38684 -2.63508 -0.26469 1.279 -1.675 -2.408
C -0.01994 -2.74918 0.03808 -2.228 -1.970 -0.268
C 2.77448 1.26550 -1.08048 0.343 1.911 -0.005
C 1.87678 2.22101 -0.28493 1.912 1.776 0.198
C -1.59921 0.67211 1.73431 1.546 1.312 0.556
C -1.18389 1.93424 1.06529 1.766 0.564 0.663
N 0.69740 -1.55657 0.35734 -0.310 2.109 0.311
N 1.89283 0.84371 -0.05314 -2.238 -3.564 -0.042
N -0.36780 0.74280 0.94456 -0.580 -0.496 -0.661
P 0.38262 -0.01480 -0.31994 1.760 -0.072 2.328
S -5.34072 -0.06955 -0.84845 1.155 0.456 -1.091
H 2.18352 -3.22822 0.20604 -0.484 0.768 0.363
H 1.45900 -2.64637 -1.36235 0.682 0.529 0.408
H -0.71843 -2.81113 -0.80436 0.376 0.581 0.002
H -0.40225 -3.44051 0.77942 0.332 0.583 0.814
H 2.77480 1.04366 -2.14901 -0.845 0.065 0.353
H 3.74835 1.31895 -0.67882 1.210 -0.240 0.125
H 2.25730 2.88856 0.51924 0.337 -0.886 -0.501
H 1.05542 2.71741 -0.69000 -1.451 0.245 -1.248
H -1.28419 0.65518 2.78857 -0.898 -0.476 -0.397
H -2.41178 0.13013 1.31816 -0.667 -0.443 0.078
H -1.54967 2.39458 0.21531 -1.720 -0.187 -2.014
H -0.61736 2.77062 1.47275 -0.184 -0.443 1.337
H -4.42839 0.32621 -1.85783 -1.095 -0.446 1.101